The following is a DFT calculation (ωB97M-V/def2-TZVPD) of a structure of composition C15H17CsN8OS5.

Positions of all 47 atoms, in Å:
Cs  -2.196  -0.047  -0.095
N  0.083  -3.260  4.214
C  0.166  -2.059  3.522
S  0.854  -2.098  1.948
N  -0.223  -1.021  4.220
N  -0.498  0.107  3.545
C  -0.354  1.196  4.194
C  -0.700  2.500  3.603
C  -0.486  3.673  4.332
C  -0.776  4.894  3.752
C  -1.269  4.927  2.457
C  -1.456  3.713  1.807
N  -1.190  2.537  2.361
H  0.768  -3.940  3.928
H  -0.019  -3.139  5.211
H  0.046  1.187  5.212
H  -0.090  3.609  5.339
H  -0.616  5.814  4.302
H  -1.520  5.858  1.967
H  -1.846  3.687  0.794
O  -7.929  0.525  -5.441
C  -7.057  0.412  -4.591
S  -6.021  -0.990  -4.407
C  -5.048  -0.444  -3.023
C  -5.354  0.785  -2.546
S  -4.659  1.672  -1.213
S  -6.672  1.628  -3.390
S  -3.842  -1.583  -2.482
C  3.093  -3.189  -1.121
C  3.864  -2.482  -2.234
C  3.157  -2.638  -3.578
C  4.111  -1.006  -1.907
N  2.907  -0.197  -1.971
C  1.920  -0.049  -1.085
N  1.040  0.784  -1.575
N  1.519  1.163  -2.784
N  2.638  0.584  -3.030
H  3.026  -4.259  -1.327
H  2.073  -2.811  -1.038
H  3.574  -3.062  -0.149
H  4.860  -2.932  -2.310
H  2.154  -2.210  -3.543
H  3.057  -3.694  -3.834
H  3.703  -2.137  -4.381
H  4.806  -0.571  -2.625
H  4.534  -0.903  -0.907
H  1.869  -0.533  -0.119

Values from the calculation:
LUMO energy = 3.7677 eV
Maximum force = 0.6 eV/Å
Total charge = -2
Gap between HOMO and LUMO = 4.01 eV